<one>
Below is a molecular structure, C27H72AsF6O27S9, with properties calculated with ωB97M-V/def2-TZVPD.

Its charge is -1. The calculation puts the gap between HOMO and LUMO at 10.80 eV. The value obtained for the highest occupied orbital energy is -9.00 eV. As for the spin multiplicity: 1.

XYZ file:
```
142
Properties=species:S:1:pos:R:3:lowdin_charge:R:1
As -0.14561 -0.97961 0.10738 0.7472
F 1.25918 0.01866 -0.13918 -0.2426
F -1.10390 0.38280 0.58946 -0.2283
F -1.52612 -1.99384 0.40300 -0.2636
F 0.70753 -2.40678 -0.37404 -0.2344
F 0.37432 -1.10079 1.75513 -0.2364
F -0.57416 -0.81893 -1.56381 -0.2269
O -2.32493 -4.93933 -5.98144 -0.2710
S -2.05790 -4.21628 -4.78741 0.5646
O -2.91260 -4.36924 -3.65309 -0.2745
O -0.57632 -4.54757 -4.31028 -0.2558
C -0.11012 -3.72789 -3.21083 -0.2502
C 0.51949 -4.77988 -2.27077 -0.0550
C -1.87446 -2.49839 -5.20716 -0.1191
H -0.88900 -3.24142 -2.63212 0.1005
H 0.72759 -3.10313 -3.50959 0.0985
H -0.08972 -5.68505 -2.31182 0.0737
H 0.45217 -4.44430 -1.23851 0.0499
H 1.54250 -5.06283 -2.51255 0.0733
H -2.88104 -2.14377 -5.41324 0.0742
H -1.16325 -2.34242 -6.01234 0.0783
H -1.49983 -1.96319 -4.33560 0.0431
O 5.72766 3.47407 0.03348 -0.2691
S 4.35938 3.67662 0.39482 0.5680
O 3.97794 3.96763 1.74123 -0.2871
O 3.78940 4.91900 -0.41439 -0.2822
C 3.92792 4.84077 -1.87203 -0.2267
C 3.17993 6.05171 -2.38068 -0.0531
C 3.34596 2.30297 -0.13777 -0.1082
H 3.41703 3.91811 -2.13123 0.0737
H 4.98782 4.87726 -2.10832 0.1237
H 3.57708 6.91897 -1.84457 0.0826
H 2.11821 6.01852 -2.14536 0.0738
H 3.39197 6.22768 -3.43419 0.0818
H 3.81508 1.54339 0.49188 0.0750
H 3.62012 1.98419 -1.14415 0.0531
H 2.30766 2.58222 -0.03720 0.0610
O 3.78374 -2.39402 5.06334 -0.2732
S 3.13554 -1.27840 4.45330 0.5859
O 1.78139 -0.92431 4.74135 -0.2747
O 4.01858 0.02601 4.78094 -0.2761
C 4.61278 0.21346 6.06601 -0.2703
C 5.94139 -0.48964 6.20816 -0.0760
C 3.42185 -1.28229 2.70101 -0.0974
H 3.90281 -0.18372 6.80548 0.1187
H 4.63266 1.26460 6.35410 0.1202
H 6.32355 -0.39727 7.22281 0.0801
H 6.66944 -0.20185 5.44650 0.0809
H 5.80315 -1.54780 5.98097 0.0617
H 3.27713 -2.34667 2.52343 0.0773
H 4.44258 -0.92783 2.58258 0.0720
H 2.77379 -0.61014 2.14855 0.0488
O -1.29810 2.68963 -6.32607 -0.2646
S -1.46033 3.62186 -5.26596 0.5444
O -2.65671 4.39308 -5.14379 -0.2749
O -1.18433 2.88297 -3.90271 -0.2718
C -1.59859 3.51473 -2.66134 -0.2158
C -0.71067 2.85739 -1.63654 -0.0530
C -0.09254 4.75031 -5.30788 -0.1129
H -2.63960 3.23628 -2.48981 0.1233
H -1.58144 4.60325 -2.70260 0.1186
H -0.66782 3.25363 -0.62167 0.0675
H 0.33340 2.90366 -1.96363 0.0744
H -1.00379 1.81237 -1.52987 0.0616
H -0.18355 5.25400 -6.26826 0.0726
H 0.83472 4.21538 -5.11893 0.0531
H -0.19305 5.52098 -4.54380 0.0684
O 0.07921 6.43274 0.02948 -0.2714
S 0.16976 6.00272 1.38164 0.5367
O -0.81600 6.39734 2.32966 -0.2723
O 0.27903 4.43940 1.39176 -0.2641
C 0.19036 3.71187 2.63514 -0.2398
C 0.88747 2.41264 2.42148 -0.0585
C 1.74658 6.47527 2.03950 -0.1068
H -0.84917 3.50589 2.89761 0.1249
H 0.59964 4.29765 3.45899 0.1138
H 0.81605 1.80438 3.32762 0.0884
H 1.96171 2.45520 2.25096 0.0587
H 0.44741 1.89743 1.56843 0.0581
H 1.79091 5.95010 2.99212 0.0610
H 1.82521 7.55130 2.14405 0.0770
H 2.56220 6.08221 1.43412 0.0445
O -1.82973 -7.88330 -1.30848 -0.2740
S -3.00290 -8.08720 -0.52320 0.5721
O -3.15929 -9.21510 0.34258 -0.2819
O -3.22154 -6.76029 0.33614 -0.2752
C -2.15597 -6.45158 1.27179 -0.2445
C -2.02317 -4.93901 1.26404 -0.0631
C -4.47270 -7.96960 -1.49938 -0.1093
H -1.23026 -6.90964 0.92485 0.1127
H -2.43420 -6.81097 2.26189 0.1219
H -1.13809 -4.67909 1.84427 0.0897
H -2.95461 -4.45684 1.55000 0.0817
H -1.79485 -4.64096 0.23832 0.0671
H -4.86588 -6.96251 -1.57403 0.0725
H -5.19412 -8.69105 -1.12815 0.0661
H -4.20394 -8.32388 -2.49636 0.0731
O -2.20183 -2.18324 5.72264 -0.2839
S -2.93929 -1.45787 4.73619 0.5881
O -4.16028 -1.98571 4.22736 -0.2762
O -3.25730 -0.01008 5.36195 -0.2627
C -2.15721 0.66342 5.99224 -0.2827
C -2.74347 1.70929 6.90715 -0.0702
C -1.83675 -1.01053 3.39182 -0.1160
H -1.52556 1.13736 5.23412 0.1099
H -1.54818 -0.04127 6.55641 0.1173
H -1.96053 2.26936 7.41766 0.0794
H -3.39670 1.19526 7.61274 0.0829
H -3.35515 2.44423 6.38266 0.0787
H -1.83515 0.05668 3.18948 0.0637
H -2.14185 -1.54949 2.50428 0.0401
H -0.87684 -1.28231 3.82263 0.0546
O -5.86801 -1.21644 -1.81717 -0.2823
S -4.43665 -1.22255 -1.76023 0.5642
O -3.67840 -1.31009 -2.96096 -0.2694
O -3.95184 0.09372 -1.02171 -0.2482
C -4.41898 0.27127 0.33416 -0.2586
C -4.18862 1.71325 0.73649 -0.0521
C -3.97432 -2.54624 -0.69824 -0.1270
H -3.79237 -0.33815 0.99102 0.0981
H -5.46105 -0.03722 0.39506 0.1200
H -4.15039 1.83019 1.81937 0.0771
H -5.05390 2.32336 0.46595 0.0788
H -3.28343 2.07285 0.25328 0.0671
H -4.67620 -2.63223 0.13278 0.0792
H -2.98265 -2.45065 -0.26255 0.0231
H -4.07338 -3.47502 -1.25858 0.0725
O 2.51550 2.67748 -3.88316 -0.2805
S 2.63789 1.32799 -4.32503 0.5861
O 3.07787 1.01098 -5.64788 -0.2716
O 3.54439 0.57937 -3.23410 -0.2664
C 3.91004 -0.80136 -3.51628 -0.2288
C 3.16968 -1.76508 -2.61122 -0.0701
C 1.08968 0.48693 -4.07840 -0.0930
H 4.96008 -0.91341 -3.24746 0.1216
H 3.79328 -0.93093 -4.59120 0.1083
H 3.30615 -2.81790 -2.85751 0.0860
H 2.09949 -1.62062 -2.48229 0.0366
H 3.52136 -1.59251 -1.58995 0.0843
H 1.27761 -0.58140 -4.15674 0.0548
H 0.45398 0.77366 -4.91359 0.0747
H 0.74520 0.73097 -3.07841 0.0534
```

<two>
Below is a molecular structure, C27H72AsF6O27S9, with properties calculated with ωB97M-V/def2-TZVPD.

Its charge is -1. The calculation puts the gap between HOMO and LUMO at 10.46 eV. The value obtained for the highest occupied orbital energy is -8.93 eV. As for the spin multiplicity: 1.

XYZ file:
```
142
Properties=species:S:1:pos:R:3:lowdin_charge:R:1
As 0.68266 0.99989 -0.44748 0.7904
F 0.07279 1.74104 0.99222 -0.2320
F -0.20587 -0.47893 -0.07175 -0.2583
F 1.23723 0.25919 -1.94990 -0.2694
F 1.47394 2.50051 -0.86347 -0.2420
F 2.14912 0.41185 0.29689 -0.2325
F -0.77346 1.46364 -1.32282 -0.2680
O 0.01041 1.80220 5.19092 -0.2933
S -0.83271 0.62812 5.27223 0.6013
O -0.94218 -0.08565 6.50218 -0.2715
O -2.31457 1.09493 4.79875 -0.2546
C -3.26899 0.02841 4.56331 -0.2541
C -4.67063 0.50839 4.91757 -0.0599
C -0.32371 -0.44031 3.94551 -0.1157
H -3.04235 -0.88880 5.10953 0.1205
H -3.20325 -0.13022 3.48341 0.0973
H -5.40564 0.00472 4.29203 0.0766
H -4.71896 1.59251 4.84010 0.0696
H -4.97219 0.29863 5.94749 0.0780
H 0.55979 -1.00565 4.22442 0.0813
H -0.16901 0.21583 3.08998 0.0547
H -1.14583 -1.11845 3.71913 0.0487
O 7.33153 1.90015 4.52671 -0.2779
S 6.11971 1.14428 4.65476 0.6040
O 5.05024 1.57831 5.50645 -0.2774
O 5.51529 0.98228 3.17129 -0.2422
C 4.18115 0.50748 3.00829 -0.2762
C 3.17237 1.64103 3.10856 -0.0651
C 6.50376 -0.55530 5.07097 -0.1112
H 3.94264 -0.29276 3.71567 0.1070
H 4.01305 0.03645 2.04239 0.0868
H 2.12784 1.32813 3.07156 0.0581
H 3.35954 2.39743 2.34362 0.0865
H 3.21094 2.21685 4.03417 0.0688
H 5.70273 -1.20333 4.71979 0.0464
H 6.56487 -0.63397 6.15519 0.0697
H 7.45806 -0.85947 4.64941 0.0701
O -1.44575 -5.27623 2.10987 -0.2839
S -0.34587 -4.48080 2.57636 0.6087
O -0.27130 -3.98434 3.92270 -0.2746
O 1.02377 -5.27932 2.28382 -0.2595
C 0.95683 -6.30794 1.28569 -0.2621
C 2.38509 -6.53351 0.79446 -0.0633
C -0.16940 -3.13340 1.38099 -0.1174
H 0.37063 -5.98614 0.42701 0.1156
H 0.60133 -7.24673 1.70142 0.1206
H 3.09365 -6.52808 1.62360 0.0747
H 2.72298 -5.74313 0.12204 0.0629
H 2.46685 -7.46352 0.23150 0.0784
H -1.11979 -2.62062 1.28111 0.0607
H 0.19968 -3.48572 0.42039 0.0442
H 0.61337 -2.46818 1.74920 0.0588
O 3.08550 2.95602 -5.98914 -0.2891
S 2.10302 1.94796 -5.69975 0.5875
O 1.34286 1.31886 -6.73477 -0.2764
O 2.82375 0.83749 -4.79298 -0.2827
C 4.20260 0.49854 -5.06413 -0.2340
C 4.37726 -0.05359 -6.46667 -0.0789
C 1.00422 2.54141 -4.39695 -0.1048
H 4.43139 -0.25714 -4.31990 0.1093
H 4.80327 1.40585 -4.99789 0.1146
H 3.93632 0.55188 -7.25885 0.0702
H 4.04327 -1.08708 -6.55691 0.0724
H 5.42880 -0.02539 -6.77510 0.0817
H 0.61096 1.57208 -4.08784 0.0478
H 0.23057 3.15244 -4.85384 0.0686
H 1.55097 3.04138 -3.60696 0.0711
O -3.33414 4.72711 0.24868 -0.2922
S -2.10094 5.46588 0.24996 0.6098
O -2.14460 6.84668 -0.15485 -0.2903
O -1.36583 5.41622 1.69373 -0.2559
C -1.57117 4.32931 2.61347 -0.2583
C -0.89328 4.67113 3.92304 -0.0566
C -0.82147 4.63819 -0.69333 -0.1234
H -1.07712 3.43007 2.22140 0.1033
H -2.61990 4.04236 2.72129 0.0985
H 0.18676 4.60034 3.81960 0.0821
H -1.26308 3.98251 4.67817 0.0638
H -1.17669 5.68912 4.20001 0.0812
H -1.00648 3.57511 -0.56286 0.0218
H 0.14998 4.97387 -0.34862 0.0770
H -0.89845 4.84466 -1.75998 0.0714
O 5.82956 -1.88494 1.71562 -0.2774
S 5.01478 -3.03666 2.01475 0.5871
O 4.09431 -3.03511 3.11112 -0.2606
O 4.27608 -3.52097 0.67965 -0.2693
C 3.53689 -2.49733 -0.03070 -0.2389
C 4.07176 -2.42800 -1.44477 -0.0578
C 6.17772 -4.42275 2.09135 -0.1043
H 3.67209 -1.51022 0.41108 0.0884
H 2.46444 -2.67965 0.01174 0.1083
H 3.72232 -1.57704 -2.02773 0.0713
H 3.92128 -3.35852 -1.99651 0.0760
H 5.16120 -2.32733 -1.43287 0.0870
H 6.74225 -4.37068 3.01950 0.0690
H 6.87210 -4.43619 1.25574 0.0705
H 5.61687 -5.35664 2.05858 0.0587
O -7.00930 1.67810 2.58340 -0.2848
S -5.83722 2.14793 1.88046 0.6237
O -4.77272 2.83463 2.56939 -0.2901
O -5.16032 0.85000 1.16049 -0.2522
C -4.00542 1.04884 0.33549 -0.2553
C -3.27436 -0.27979 0.31873 -0.0519
C -6.37696 3.06912 0.42420 -0.0965
H -3.35188 1.85472 0.67241 0.1147
H -4.29114 1.32511 -0.67903 0.0934
H -3.92408 -1.05071 -0.09836 0.0911
H -2.88300 -0.61077 1.27703 0.0655
H -2.44597 -0.14482 -0.37777 0.0385
H -6.94023 3.93092 0.77841 0.0763
H -7.04382 2.40291 -0.11646 0.0594
H -5.51594 3.40279 -0.14677 0.0475
O -2.48653 -3.82012 -3.87693 -0.2753
S -1.47691 -3.11509 -3.13653 0.6270
O -1.11717 -3.53819 -1.80188 -0.2949
O -0.13834 -3.02425 -4.04320 -0.2503
C 1.10626 -2.79555 -3.36293 -0.2624
C 2.18294 -2.90606 -4.42866 -0.0635
C -1.96654 -1.36554 -3.06926 -0.0965
H 1.29042 -3.52688 -2.57416 0.1079
H 1.11076 -1.81567 -2.88381 0.0968
H 3.11313 -2.42012 -4.13638 0.0504
H 1.87455 -2.33204 -5.30895 0.0809
H 2.39874 -3.89735 -4.82495 0.0824
H -2.24036 -1.04123 -4.06920 0.0742
H -1.11222 -0.77977 -2.73662 0.0407
H -2.75025 -1.26837 -2.32386 0.0489
O -6.21779 -0.12580 -3.75831 -0.2762
S -6.65455 1.22186 -3.52271 0.5879
O -7.72022 1.45961 -2.59369 -0.2727
O -5.41052 2.12604 -3.05790 -0.2719
C -4.07595 1.65885 -3.33995 -0.2617
C -3.08380 2.78887 -3.14955 -0.0458
C -7.01068 1.99945 -5.11761 -0.1014
H -4.07853 1.32421 -4.38182 0.1150
H -3.86546 0.78176 -2.73159 0.0907
H -3.36456 3.69589 -3.68092 0.0889
H -2.04949 2.54186 -3.39847 0.0662
H -2.95302 2.99735 -2.08548 0.0556
H -7.99036 1.59167 -5.34919 0.0685
H -6.18249 1.80869 -5.79212 0.0663
H -7.04305 3.07390 -4.94890 0.0692
```

Referenced to the most stable arrangement, the calculated values in eV are <one> 0.155; <two> 0.000.